2 unconnected molecules or ions with the total composition C12H20F6N2O5SSi in a non-equilibrium geometry. Source: OMol25; level of theory: the ωB97M-V functional and the def2-TZVPD basis.

The geometry in XYZ format:
```
47
Properties=species:S:1:pos:R:3:forces:R:3
C 0.644 3.895 3.527 0.7647 0.2167 -1.2004
C 0.894 2.501 2.732 0.1825 -0.0937 1.6716
N 1.376 1.490 3.412 -1.3283 2.5073 -1.6168
C 0.565 2.518 1.173 -0.4734 1.1884 0.6803
Si 0.076 0.834 0.427 0.8575 -1.0611 1.9766
C -1.257 -0.123 1.455 -1.5715 -0.8297 0.3092
C -2.686 0.606 1.466 0.2538 0.7576 -0.9106
F -0.859 -0.383 2.815 -0.2117 0.4127 -1.5718
N 1.421 -0.260 0.019 0.6728 1.2246 0.7247
C 2.063 -0.883 1.193 1.8904 -0.9095 2.7956
C 1.395 -2.265 1.707 -0.0177 0.0773 -1.1842
O 3.083 -0.466 1.780 -3.1727 -1.0036 -2.7602
C 2.396 0.312 -0.939 2.0908 -1.4683 -4.0597
C 3.345 1.564 -0.700 -0.6474 0.7538 -0.1998
O 2.518 -0.283 -2.046 -0.7509 2.1383 4.2668
S -0.920 1.302 -1.490 0.7833 6.6209 -2.3368
O 0.106 2.121 -2.271 -1.6187 -3.1251 1.8639
O -2.102 2.205 -1.267 1.4743 -3.2156 -0.0425
C -1.271 -0.206 -2.534 0.6560 -2.5990 -2.8014
F -0.313 -1.252 -2.337 -2.1888 2.5997 0.0566
F -1.159 0.130 -3.917 -0.5315 -0.3245 3.5289
C -2.705 -0.884 -2.316 -2.1781 -2.2238 -1.2327
F -2.925 -1.725 -3.483 0.5887 2.0049 3.1090
F -2.734 -1.789 -1.188 0.1136 2.9626 -2.8874
F -3.787 0.001 -2.284 2.9287 -2.1810 0.3490
H 0.223 4.714 2.834 0.4065 -1.3415 1.1762
H -0.007 3.758 4.453 0.8768 0.0947 -1.3540
H 1.692 4.274 3.825 -1.6537 -0.6134 -0.2291
H 1.459 1.846 4.385 0.1323 -0.5866 -0.5889
H -0.355 3.209 1.048 1.3829 -0.9922 0.1244
H 1.423 3.056 0.650 -1.1535 -0.8269 0.4721
H -1.394 -1.159 0.960 0.2126 1.5189 0.8114
H -3.358 0.311 2.334 1.0894 0.0218 -1.1578
H -3.191 0.377 0.454 0.5881 0.2909 1.7283
H -2.588 1.758 1.482 -0.0563 -1.7973 0.1088
H 1.313 -2.309 2.840 0.0874 0.3535 -1.5830
H 2.087 -3.121 1.366 -0.8873 1.4489 0.4937
H 0.392 -2.460 1.174 1.5178 0.3779 1.0362
H 4.408 1.359 -1.092 -1.7924 -0.0163 0.8411
H 2.941 2.407 -1.381 0.4439 -1.3901 0.9350
H 3.331 1.984 0.360 0.2317 -0.9544 -1.3415
C -0.703 -5.088 -3.588 -0.0851 0.3499 -0.0020
O -1.682 -4.569 -2.700 -0.1103 0.0101 0.1819
H -0.561 -6.147 -3.375 -0.0882 0.1124 0.0528
H -1.042 -4.970 -4.621 0.1871 -0.1193 -0.0850
H 0.243 -4.560 -3.444 0.1136 -0.1403 -0.1575
H -1.795 -3.632 -2.897 -0.0101 -0.2305 0.0090
```
Forces are in eV/Å.

Its SMILES is [H]/N=C(\C)C[Si@]([C@H](C)F)(N(C(C)=O)C(C)=O)S(=O)(=O)C(F)(F)C(F)(F)F.CO. The LUMO energy comes out at -0.62 eV. The value obtained for the total energy is -60999.314 eV. For the orbital gap, the calculation gives 9.59 eV.


A molecular structure, C12H20HfN3O in a non-equilibrium geometry. Source: OMol25; level of theory: the ωB97M-V functional and the def2-TZVPD basis.

The geometry in XYZ format:
```
37
Properties=species:S:1:pos:R:3:forces:R:3
C -0.958 -0.941 -1.548 -0.9814 -1.1560 -2.3970
Hf 0.000 0.000 0.000 6.4939 -0.1952 -0.0630
N 1.440 0.905 -1.495 1.6607 0.7760 -1.9332
H -0.984 -0.715 0.973 -3.5821 -2.7328 3.4902
H -1.206 0.936 0.029 -4.0896 3.9651 0.0478
H -1.981 -1.253 -1.290 0.3088 -0.0012 -0.1631
H -0.343 -1.841 -1.753 -0.2754 -0.0227 -0.3462
H -0.992 -0.298 -2.446 -0.1017 -0.4987 -0.0326
H 2.432 0.648 -1.392 -0.4183 0.2684 -0.0507
H 1.415 1.934 -1.490 0.0795 -0.3924 0.0513
H 1.176 0.626 -2.451 0.1740 0.1614 0.3941
C 0.672 0.949 6.083 0.0575 -0.1805 0.5806
N 1.104 1.257 4.714 0.8079 1.2049 2.2863
N 0.723 0.655 3.580 -0.6070 -0.9359 -1.7296
C 1.427 1.240 2.558 0.6646 1.0522 1.9857
O 1.337 1.058 1.347 -1.1377 -1.9680 -3.5786
C 2.276 2.194 3.072 0.2201 0.4913 1.4570
C 2.036 2.194 4.425 0.6084 0.4541 0.0303
C 2.714 3.085 5.422 -0.2174 -0.0776 0.4662
C -0.183 -0.461 3.511 -0.3086 -0.7795 0.5152
C -1.436 -0.422 4.148 0.2768 -0.0679 -0.4420
C -2.284 -1.532 4.109 0.5726 -0.0241 -0.3192
C -1.887 -2.693 3.442 0.3945 0.3400 -0.0481
C -0.640 -2.745 2.811 -0.1401 0.5556 0.3891
C 0.210 -1.634 2.845 -0.3486 0.0486 0.5870
H 1.556 0.678 6.697 -0.4757 0.2393 -0.4222
H -0.020 0.093 6.140 0.3660 0.4884 -0.3470
H 0.182 1.840 6.531 0.2591 -0.5709 -0.3337
H 2.956 2.834 2.524 -0.2534 -0.2251 0.0869
H 1.955 3.705 5.943 0.5358 -0.3094 -0.1304
H 3.262 2.470 6.165 -0.2960 0.4655 -0.2766
H 3.437 3.759 4.915 -0.5739 -0.5585 0.2820
H -1.759 0.471 4.669 0.0319 0.0419 -0.0857
H -3.248 -1.492 4.600 0.0585 0.0494 -0.0217
H -2.544 -3.552 3.416 0.0305 0.0230 -0.0058
H -0.332 -3.647 2.298 0.0239 0.0496 -0.0071
H 1.177 -1.689 2.361 0.1821 0.0220 0.0838
```
Forces are in eV/Å.

The LUMO energy comes out at -2.84 eV. As for the total charge: +1. The value obtained for the total energy is -20582.717 eV. For the orbital gap, the calculation gives 8.79 eV.


C12H20N4O3 in the gas phase in a non-equilibrium geometry. Source: OMol25; level of theory: the ωB97M-V functional and the def2-TZVPD basis.

The geometry in XYZ format:
```
39
Properties=species:S:1:pos:R:3:forces:R:3
C 0.423 -1.537 0.749 -0.2105 -2.3195 -0.3467
C -0.140 -1.674 -0.709 -1.2670 -1.5770 0.6158
C 1.870 -2.006 0.846 -0.4812 1.5640 -2.3088
C 2.769 -0.993 0.224 0.4347 -0.7655 -0.3676
C 3.845 -1.057 -0.650 -0.4981 -0.7426 0.2117
C 3.416 0.976 -0.015 1.7718 1.9918 -1.1506
C -2.160 -0.061 -0.168 0.9318 -0.0618 -0.4730
C -3.486 -0.809 -0.129 0.0293 0.3079 1.2573
C -2.384 1.396 -0.633 -0.0910 -0.0579 1.9870
C -1.210 2.286 -0.203 1.1877 -1.1256 -0.8147
C 0.079 1.887 -1.025 0.0913 0.6673 0.4240
C -0.876 2.320 1.292 -0.2876 -0.5001 0.1864
H -1.332 -2.370 1.377 -0.2543 0.0012 0.8129
H -0.194 -2.035 2.673 -0.9398 -0.7077 -1.8975
H 0.332 -0.539 1.085 0.1641 1.2391 -0.0774
H 1.995 -2.960 0.421 -0.0224 -1.2396 -0.4795
H 2.108 -2.016 1.842 0.5708 -0.3660 2.7199
H 4.451 -1.815 -1.154 -0.8123 0.0024 0.3915
H 3.598 2.016 0.066 -0.0824 0.8968 0.0830
H 5.110 0.578 -1.247 -1.6144 -0.5585 0.5748
H -1.410 -0.812 -1.948 -0.2750 -0.2834 -0.4388
H -1.769 0.059 0.839 -0.2756 -0.4832 0.2292
H -2.477 1.490 -1.681 -0.2548 -0.1888 -1.3229
H -3.331 1.755 -0.166 0.6208 -0.2564 -0.2594
H -1.473 3.260 -0.545 -0.2028 1.0315 -0.0519
H -0.003 1.866 -2.110 -0.7415 -0.1941 -0.1320
H 0.553 0.969 -0.715 -0.2775 -0.2940 0.1736
H 0.878 2.605 -0.899 0.1082 0.6306 0.4583
H -0.117 3.058 1.475 0.2939 0.5077 0.0603
H -0.425 1.390 1.648 0.0243 -0.0858 -0.2261
H -1.708 2.507 1.988 -0.0511 0.1399 -0.5178
H -4.449 -2.206 -1.125 2.5376 1.2475 0.1608
N -0.369 -2.409 1.688 0.9506 0.8595 0.3607
N 2.541 0.310 0.610 -0.7474 -1.2314 0.5218
N 4.208 0.242 -0.830 1.8087 1.0260 -0.2706
N -1.170 -0.787 -0.977 0.4102 0.2177 -0.5047
O 0.126 -2.596 -1.503 0.2296 2.3230 1.4839
O -4.315 -0.534 0.731 0.7740 -1.1665 -2.1240
O -3.508 -1.756 -1.120 -3.5527 -0.4485 1.0510
```
Forces are in eV/Å.

Its SMILES is CC(C)C[C@H](NC(=O)[C@@H](N)Cc1c[nH]cn1)C(=O)O. The LUMO energy comes out at 0.62 eV. The value obtained for the total energy is -24871.177 eV. For the orbital gap, the calculation gives 9.22 eV.